(1)
138
Properties=species:S:1:pos:R:3 method="wB97M-V/def2-TZVPD" spin_multiplicity=3 homo_ev="0.23 / -2.50" total_charge=-2 relative_energy_ev=0.997 gap_ev="3.69 / 6.41" e_lumo_ev="3.92 / 3.91"
Ti 0.536 0.323 -0.083
C 2.391 3.229 2.410
O 1.516 2.502 3.264
C 0.984 1.484 2.498
N 1.589 1.372 1.276
C 2.761 2.243 1.305
C 4.078 1.537 1.582
C 5.070 1.522 0.605
C 6.328 0.989 0.868
C 6.606 0.468 2.123
C 5.613 0.457 3.096
C 4.358 0.984 2.828
C -0.092 0.749 3.020
C -0.407 0.940 4.388
C -1.447 0.184 4.928
C -2.144 -0.671 4.128
C -1.821 -0.799 2.727
N -0.764 -0.078 2.165
C -2.713 -1.577 1.958
N -2.835 -1.752 0.658
C -3.986 -2.610 0.417
C -4.663 -2.727 1.793
O -3.718 -2.209 2.710
C -3.597 -3.952 -0.172
C -3.889 -4.272 -1.489
C -3.497 -5.490 -2.033
C -2.806 -6.406 -1.255
C -2.508 -6.093 0.067
C -2.901 -4.878 0.602
H 3.252 3.565 2.988
H 1.859 4.095 2.004
H 2.862 2.759 0.358
H 4.854 1.940 -0.372
H 7.087 0.986 0.094
H 7.579 0.040 2.333
H 5.801 0.005 4.062
H 3.583 0.936 3.582
H 0.189 1.612 4.985
H -1.702 0.274 5.979
H -2.967 -1.247 4.520
H -4.662 -2.122 -0.299
H -4.883 -3.761 2.064
H -5.589 -2.144 1.848
H -4.405 -3.543 -2.106
H -3.712 -5.713 -3.072
H -2.486 -7.350 -1.678
H -1.941 -6.788 0.676
H -2.636 -4.627 1.624
C 6.582 -5.300 -0.789
C 5.587 -4.662 0.146
C 4.508 -5.389 0.639
C 3.551 -4.791 1.450
C 3.658 -3.444 1.772
C 4.744 -2.712 1.303
C 5.699 -3.320 0.503
S 2.330 -2.618 2.648
O 2.993 -1.567 3.390
O 1.710 -3.698 3.398
N 1.418 -2.012 1.547
C 0.487 -2.989 0.969
C -0.021 -2.584 -0.400
O -0.208 -3.415 -1.266
O -0.226 -1.295 -0.605
H 6.780 -6.337 -0.515
H 7.528 -4.757 -0.786
H 6.203 -5.295 -1.815
H 4.408 -6.438 0.377
H 2.720 -5.360 1.846
H 4.823 -1.665 1.567
H 6.539 -2.736 0.138
H -0.395 -3.109 1.601
H 0.920 -3.983 0.828
N 3.033 -2.170 -1.363
N 2.842 -0.917 -0.674
H 3.280 -2.885 -0.682
H 2.142 -2.448 -1.760
H 3.744 -0.453 -0.643
H 2.604 -1.153 0.302
O -1.329 1.440 -0.001
S -2.151 1.183 -1.264
C -3.695 0.517 -0.695
C -4.430 1.305 0.341
C -3.890 1.406 1.625
C -4.563 2.118 2.606
C -5.783 2.723 2.322
C -6.332 2.608 1.053
C -5.655 1.900 0.067
C -2.581 2.798 -1.900
C -3.205 3.796 -0.968
C -4.349 4.483 -1.355
C -4.883 5.484 -0.554
C -4.278 5.804 0.651
C -3.142 5.114 1.052
C -2.602 4.120 0.248
H -3.341 -0.456 -0.288
H -4.263 0.328 -1.612
H -2.946 0.917 1.844
H -4.133 2.191 3.597
H -6.304 3.281 3.091
H -7.285 3.072 0.828
H -6.078 1.817 -0.929
H -3.187 2.603 -2.788
H -1.612 3.167 -2.256
H -4.826 4.229 -2.295
H -5.777 6.007 -0.871
H -4.694 6.583 1.280
H -2.668 5.347 1.997
H -1.725 3.571 0.565
C 1.179 -0.941 -3.971
C -0.163 -0.272 -4.242
C -1.324 -1.044 -3.615
C -0.097 1.222 -3.930
C -0.654 2.038 -4.911
C -0.510 3.417 -4.928
C 0.327 3.968 -3.973
C 0.893 3.204 -2.958
C 1.890 3.906 -2.065
C 3.235 3.177 -2.100
C 1.333 4.168 -0.665
C 0.567 1.822 -2.801
N 0.824 1.156 -1.631
H 1.147 -1.999 -4.245
H 1.445 -0.855 -2.923
H 1.973 -0.457 -4.548
H -0.328 -0.306 -5.324
H -1.286 -1.034 -2.534
H -1.288 -2.093 -3.918
H -2.283 -0.623 -3.944
H -1.203 1.551 -5.713
H -0.975 4.026 -5.694
H 0.570 5.026 -4.013
H 2.060 4.887 -2.521
H 3.124 2.144 -1.770
H 3.979 3.684 -1.476
H 3.610 3.154 -3.126
H 1.043 3.241 -0.170
H 0.445 4.801 -0.741
H 2.066 4.694 -0.043

=====

(2)
13
Properties=species:S:1:pos:R:3 method="wB97M-V/def2-TZVPD" spin_multiplicity=1 homo_ev=-8.77 total_charge=0 relative_energy_ev=2.337 gap_ev=8.26 e_lumo_ev=-0.52
C -2.588 0.887 -0.073
C -1.450 -0.041 -0.110
C 2.328 0.457 0.081
H -3.572 -1.316 0.650
H -5.128 -0.832 0.392
H -2.366 1.955 -0.142
H -1.639 -1.108 -0.264
H 2.000 1.460 0.210
N -4.185 -0.742 0.089
N -3.815 0.563 0.004
N -0.266 0.436 -0.001
S 1.030 -0.658 -0.132
S 3.896 0.047 0.077

=====

(3)
90
Properties=species:S:1:pos:R:3 method="wB97M-V/def2-TZVPD" spin_multiplicity=1 homo_ev=-11.38 total_charge=+1 relative_energy_ev=0.000 gap_ev=7.97 e_lumo_ev=-3.41
C 6.110 -0.648 3.615
C 5.133 0.047 3.843
N 4.000 0.936 4.205
C 4.517 1.882 5.237
B 4.123 3.440 5.142
O 3.474 4.046 6.241
O 4.417 4.304 4.033
C 3.490 1.478 2.906
C 1.926 1.836 2.888
N 1.273 1.872 4.219
C -0.211 1.946 4.097
C -0.791 3.435 4.044
C 0.266 4.553 4.472
O 0.723 5.361 3.687
O 0.596 4.562 5.859
C 1.563 0.681 5.074
C 2.930 -0.040 4.698
P 3.557 -1.263 6.007
O 2.425 -1.691 6.914
H 7.022 -1.306 3.667
H 5.660 1.823 5.230
H 4.228 1.531 6.287
H 3.622 5.019 6.169
H 5.382 4.417 3.917
H 3.578 0.609 2.164
H 4.140 2.285 2.432
H 1.369 1.103 2.211
H 1.821 2.854 2.385
H -0.754 1.418 4.951
H -0.551 1.431 3.131
H -1.231 3.735 3.051
H -1.636 3.514 4.811
H 0.918 3.642 6.022
H 0.750 -0.117 4.963
H 1.657 1.012 6.164
H 2.705 -0.683 3.776
H 4.086 -2.408 5.309
H 4.635 -0.737 6.783
O 2.317 0.790 -0.916
P 2.063 0.091 -2.242
O 1.970 -1.451 -1.662
C 0.773 -1.859 -1.011
C -0.337 -2.126 -2.011
O 3.650 0.037 -2.725
C 4.566 1.038 -2.293
C 5.372 0.550 -1.103
O 1.684 -0.533 -3.776
C 1.327 0.423 -4.788
C 2.521 1.227 -5.268
H 0.465 -1.107 -0.278
H 1.001 -2.779 -0.468
H -0.654 -1.199 -2.498
H -1.206 -2.566 -1.517
H 0.004 -2.803 -2.797
H 4.047 1.973 -2.070
H 5.243 1.245 -3.128
H 4.730 0.151 -0.312
H 5.977 1.359 -0.687
H 6.038 -0.262 -1.403
H 0.543 1.081 -4.405
H 0.909 -0.141 -5.623
H 2.847 1.936 -4.502
H 2.267 1.801 -6.161
H 3.368 0.577 -5.493
O -4.759 -3.299 -2.754
P -5.774 -2.887 -3.810
O -4.698 -2.249 -4.888
C -3.954 -3.138 -5.711
C -4.808 -3.699 -6.834
O -6.192 -1.456 -3.076
C -6.120 -1.335 -1.661
C -4.823 -0.664 -1.245
O -6.995 -2.517 -4.937
C -8.286 -3.100 -4.697
C -8.997 -2.459 -3.520
H -3.526 -3.944 -5.106
H -3.127 -2.565 -6.136
H -5.586 -4.359 -6.441
H -4.198 -4.271 -7.536
H -5.311 -2.895 -7.376
H -6.240 -2.308 -1.179
H -6.967 -0.719 -1.340
H -3.952 -1.138 -1.705
H -4.703 -0.693 -0.159
H -4.815 0.380 -1.568
H -8.175 -4.177 -4.545
H -8.874 -2.950 -5.604
H -8.527 -2.745 -2.576
H -10.041 -2.777 -3.478
H -8.961 -1.369 -3.585

=====

(4)
108
Properties=species:S:1:pos:R:3 method="wB97M-V/def2-TZVPD" spin_multiplicity=1 homo_ev=-10.48 total_charge=0 relative_energy_ev=1.030 smiles="COC(=O)OC.COC(=O)OC.COC(=O)OC.COC(=O)OC.COC(=O)OC.COC(=O)OC.COC(=O)OC.COC(=O)OC.COC(=O)OC" gap_ev=11.04 e_lumo_ev=0.56
C -2.630 -3.231 -2.219
O -3.010 -4.346 -3.020
C -3.323 -4.101 -4.288
O -3.280 -3.045 -4.846
O -3.662 -5.279 -4.821
C -4.146 -5.293 -6.164
H -2.808 -3.578 -1.202
H -3.370 -2.439 -2.360
H -1.621 -2.865 -2.390
H -3.972 -6.321 -6.469
H -3.661 -4.550 -6.792
H -5.220 -5.099 -6.174
C 0.324 -4.814 -1.114
O -0.477 -5.307 -0.045
C -0.268 -6.563 0.316
O 0.494 -7.364 -0.138
O -1.054 -6.794 1.373
C -1.010 -8.089 1.940
H 1.362 -4.837 -0.771
H 0.051 -3.812 -1.416
H 0.293 -5.497 -1.964
H -1.645 -8.766 1.366
H -1.379 -8.004 2.960
H -0.020 -8.541 1.996
C 1.146 2.999 0.120
O 1.018 1.632 0.492
C -0.122 0.990 0.246
O -1.166 1.429 -0.152
O 0.105 -0.280 0.606
C -0.834 -1.245 0.169
H 2.194 3.263 -0.003
H 0.828 3.641 0.947
H 0.578 3.201 -0.785
H -0.411 -2.200 0.484
H -0.836 -1.375 -0.918
H -1.869 -1.154 0.487
C 0.133 -2.894 3.597
O 1.185 -3.413 2.790
C 1.445 -4.706 2.914
O 1.056 -5.465 3.745
O 2.258 -4.994 1.900
C 2.951 -6.217 1.899
H 0.565 -2.338 4.432
H -0.480 -3.663 4.062
H -0.443 -2.195 2.996
H 3.236 -6.476 0.885
H 2.258 -6.983 2.267
H 3.765 -6.269 2.625
C -6.260 -1.148 1.588
O -5.838 -2.344 2.210
C -4.623 -2.776 1.940
O -3.872 -2.290 1.143
O -4.384 -3.830 2.703
C -3.165 -4.512 2.426
H -6.239 -1.157 0.498
H -5.629 -0.308 1.890
H -7.270 -0.973 1.948
H -3.142 -5.401 3.045
H -2.271 -3.904 2.564
H -3.116 -4.767 1.365
C 0.838 3.149 5.994
O 2.108 3.545 5.545
C 2.215 3.835 4.237
O 1.297 3.858 3.465
O 3.484 4.155 4.028
C 3.887 4.278 2.676
H 0.751 3.300 7.066
H 0.658 2.069 5.888
H -0.009 3.538 5.430
H 3.323 3.674 1.970
H 4.921 3.964 2.508
H 3.949 5.334 2.406
C 3.838 1.309 -1.880
O 2.706 0.570 -2.271
C 1.783 1.227 -2.965
O 1.825 2.418 -3.127
O 0.852 0.373 -3.314
C -0.209 0.884 -4.124
H 3.611 2.206 -1.308
H 4.392 1.637 -2.769
H 4.583 0.704 -1.369
H 0.127 1.526 -4.936
H -0.930 1.397 -3.490
H -0.647 0.003 -4.590
C -0.941 8.687 -1.549
O -1.768 7.580 -1.931
C -1.647 6.508 -1.176
O -0.838 6.278 -0.323
O -2.609 5.664 -1.586
C -2.555 4.324 -1.114
H -0.908 8.821 -0.473
H -1.330 9.571 -2.051
H 0.042 8.563 -2.006
H -3.274 3.714 -1.648
H -2.678 4.209 -0.037
H -1.547 3.964 -1.333
C 2.083 6.139 -1.627
O 3.325 6.592 -1.092
C 4.276 5.733 -0.809
O 4.133 4.540 -0.716
O 5.419 6.397 -0.678
C 6.625 5.636 -0.646
H 2.171 5.162 -2.099
H 1.789 6.821 -2.430
H 1.328 6.308 -0.865
H 6.849 5.236 0.348
H 7.370 6.427 -0.733
H 6.616 4.830 -1.374